Entry 1:
Molecular formula: C18H15KN4O2Te4
Method: DFT, ωB97M-V/def2-TZVPD

Cartesian coordinates (Å):
K  0.1682  -2.3062  -1.2144
Te  0.2742  -5.9208  -1.2639
Te  -1.3183  -6.0806  -3.4937
Te  -1.8041  -3.3871  -3.9976
Te  -4.1728  -3.3115  -5.3636
O  1.3602  -1.9709  2.0475
C  0.8629  -0.9699  1.5621
N  -0.0164  -0.1445  2.2716
C  -0.2618  1.0701  1.5375
C  0.3046  0.6175  0.1409
O  0.1096  1.2602  -0.8862
N  1.0176  -0.5074  0.2758
C  0.5509  2.2705  2.0450
C  0.9033  2.3741  3.3873
C  1.6027  3.4758  3.8596
C  1.9582  4.4953  2.9895
C  1.6050  4.4044  1.6497
C  0.9036  3.3050  1.1798
C  -1.7375  1.4654  1.5362
C  -2.3289  2.1367  0.4697
C  -3.6637  2.5132  0.5362
C  -4.4201  2.2395  1.6650
C  -3.8361  1.5754  2.7348
C  -2.5054  1.1926  2.6664
H  0.0669  -0.1817  3.2725
H  0.6394  1.5911  4.0866
H  1.8710  3.5326  4.9077
H  2.5115  5.3529  3.3537
H  1.8812  5.1922  0.9592
H  0.6356  3.2266  0.1349
H  -1.7445  2.3313  -0.4170
H  -4.1141  3.0121  -0.3131
H  -5.4638  2.5277  1.7071
H  -4.4175  1.3403  3.6180
H  -2.0709  0.6514  3.4970
N  3.5200  -4.8371  -4.4858
C  2.6495  -4.5696  -5.5219
C  1.7952  -3.6244  -5.0471
N  2.1098  -3.3154  -3.7425
C  3.1362  -4.0592  -3.4394
H  4.1854  -5.5855  -4.4381
H  2.6964  -5.0903  -6.4612
H  0.9373  -3.1856  -5.5277
H  3.6197  -4.1062  -2.4782

Cartesian forces (eV/Å) of the 2 atoms listed first:
K -0.1 -1.0 -0.8
Te -0.1 0.0 -0.1

Properties
Energy relative to the best compared isomer or geometry (same formula, charge and spin): 0.546 eV
M: 868.842 g mol⁻¹
E: -74467.89086 eV
HOMO-LUMO gap: 4.39 eV
LUMO: 3.913 eV
Net charge: -2



Entry 2:
Molecular formula: C18H15N3O6
Method: DFT, ωB97M-V/def2-TZVPD

Cartesian coordinates (Å):
C  -1.2087  -2.3323  -0.9462
C  -1.9357  -1.2850  -0.4656
C  -2.4658  -1.2584  0.8686
C  -2.4401  -2.4207  1.6243
C  -1.7343  -3.4548  1.1513
C  -1.1491  -3.4627  -0.1191
N  -3.0421  -2.5272  2.9584
O  -3.2851  -1.5266  3.5560
O  -3.4057  -3.6310  3.3230
H  -0.6432  -2.2951  -1.8655
H  -1.9325  -0.3768  -1.0500
H  -2.9195  -0.3527  1.2429
H  -1.7000  -4.3993  1.6740
H  -0.7296  -4.4312  -0.3480
C  1.6655  3.8197  -2.9542
C  2.7053  3.3446  -2.2504
C  2.9140  1.9935  -2.1650
C  2.1001  1.0611  -2.8607
C  1.1018  1.5624  -3.7134
C  0.8789  2.9445  -3.7618
N  2.2948  -0.3736  -2.6957
O  1.5756  -1.1687  -3.2765
O  3.2432  -0.7574  -1.9834
H  1.5586  4.8538  -3.2465
H  3.3460  3.9703  -1.6468
H  3.6463  1.6213  -1.4638
H  0.5172  0.8267  -4.2458
H  0.2612  3.4044  -4.5190
C  -0.9376  2.1503  2.0773
C  0.0087  1.8882  1.0891
C  0.7528  0.6579  1.0693
C  0.5449  -0.2898  2.0746
C  -0.3855  0.0499  3.1367
C  -1.1184  1.2291  3.1081
N  1.3017  -1.6155  2.1421
O  0.9500  -2.4957  2.8961
O  2.2829  -1.7416  1.4168
H  -1.5329  3.0513  2.0643
H  -0.0031  2.4791  0.1852
H  1.3304  0.6120  0.1579
H  -0.5586  -0.7164  3.8779
H  -1.8525  1.3925  3.8832

Cartesian forces (eV/Å) of the 2 atoms listed first:
C 0.4 -1.8 0.7
C -0.2 1.5 1.9

Properties
2S+1: 2
Expectation value of S²: 0.7679
Energy relative to the best compared isomer or geometry (same formula, charge and spin): 0.000 eV
M: 369.333 g mol⁻¹
E: -35656.46979 eV
HOMO-LUMO gap (spin up / spin down): 3.45 / 7.15 eV
LUMO (spin up / spin down): 1.816 / 1.816 eV
Net charge: -1



Entry 3:
Molecular formula: C18H15NO
Method: DFT, ωB97M-V/def2-TZVPD

Cartesian coordinates (Å):
O  0.4753  -1.2765  0.4336
C  -0.7477  -1.5570  0.5701
C  -1.2275  -2.9335  0.6199
C  -2.5696  -3.2014  0.6727
C  -3.5157  -2.1557  0.6688
C  -4.9232  -2.4395  0.6840
N  -6.0802  -2.6124  0.6903
C  -3.0837  -0.8206  0.6607
C  -1.7514  -0.5198  0.6630
H  -0.4624  -3.7117  0.6000
H  -2.9116  -4.2361  0.7300
H  -3.8280  -0.0230  0.6608
H  -1.4032  0.5101  0.6960
C  2.8440  -0.0524  0.5379
C  3.5733  0.4131  1.8427
C  2.7336  1.5702  2.3114
C  1.6540  1.7937  1.4786
C  1.6282  0.8532  0.4159
C  0.9028  1.1267  -0.7825
C  -0.0577  2.1726  -0.8507
C  -0.7309  2.4482  -2.0412
C  -0.4516  1.7268  -3.2044
C  0.5182  0.7172  -3.1612
C  1.1882  0.4225  -1.9794
H  3.4905  0.0794  -0.3448
H  2.5909  -1.1202  0.6222
H  3.6093  -0.4066  2.5783
H  4.6116  0.6917  1.6074
H  2.9726  2.1418  3.1992
H  0.9549  2.6208  1.5918
H  -0.2558  2.7917  0.0255
H  -1.4867  3.2322  -2.0447
H  -0.9677  1.9630  -4.1386
H  0.7498  0.1381  -4.0514
H  1.9574  -0.3465  -1.9618

Cartesian forces (eV/Å) of the 2 atoms listed first:
O 1.4 0.6 0.4
C -2.1 -0.5 0.2

Properties
Energy relative to the best compared isomer or geometry (same formula, charge and spin): 4.224 eV
M: 261.324 g mol⁻¹
E: -22444.01069 eV
HOMO-LUMO gap: 4.61 eV
LUMO: -2.245 eV
Net charge: 0



Entry 4:
Molecular formula: C18H16AsClO10SSiTi
Method: DFT, ωB97M-V/def2-TZVPD

Cartesian coordinates (Å):
Ti  7.8673  8.5311  9.4511
O  11.9286  6.6815  8.8513
As  10.9588  7.8440  9.7969
O  11.5190  9.4501  9.6825
O  9.3606  7.6239  8.9940
C  10.7681  7.0592  11.6649
C  11.9650  6.4868  12.1728
C  11.9805  5.9599  13.4761
C  10.9105  6.0066  14.3246
C  9.7000  6.5542  13.8079
C  9.6657  7.0657  12.5164
S  8.1301  7.8502  12.0324
O  7.3959  7.9990  13.2667
O  7.5315  7.0275  10.9634
O  8.5628  9.1490  11.3519
H  12.5730  7.2223  8.3331
H  12.8732  6.5745  11.5770
H  12.9010  5.5082  13.8689
H  10.9096  5.7288  15.3993
H  8.9017  6.7601  14.4012
C  5.8340  13.8074  6.6958
C  6.0598  12.9249  5.6605
C  6.8861  11.7823  5.8477
C  7.4121  11.5305  7.1058
C  7.1954  12.4105  8.0728
C  6.3756  13.4821  7.8909
Si  8.3865  10.0200  7.4956
C  9.8200  9.7713  6.3329
C  10.5730  10.8613  5.8429
C  11.8030  10.6984  5.2781
C  12.3286  9.4114  5.0320
C  11.5949  8.2857  5.4437
C  10.3941  8.4331  6.1822
H  5.1140  14.6286  6.6558
H  5.8087  13.1322  4.6294
H  7.0174  11.0512  5.0631
H  7.6315  12.2230  9.0253
H  6.1514  14.0992  8.7200
H  8.8493  10.2749  8.9234
H  10.1784  11.9078  5.9420
H  12.2872  11.6156  4.8811
H  13.1351  9.3349  4.3181
H  11.9674  7.3321  5.0539
H  9.7497  7.6183  6.6360
O  4.0631  7.9436  9.6374
Cl  5.1289  8.5382  8.8833
O  4.6872  9.2734  7.7415
O  6.0759  7.4869  8.4283
O  5.9828  9.4955  9.6376

Cartesian forces (eV/Å) of the 2 atoms listed first:
Ti 0.0 0.2 -0.1
O 0.0 1.1 0.5

Properties
M: 610.711 g mol⁻¹
E: -154582.37441 eV
HOMO-LUMO gap (spin up / spin down): 7.74 / 7.87 eV
LUMO (spin up / spin down): -1.535 / -0.756 eV
Net charge: 0



Entry 5:
Molecular formula: C18H16BF4NO9S5Zr
Method: DFT, ωB97M-V/def2-TZVPD

Cartesian coordinates (Å):
Zr  0.3522  -0.6523  -0.6928
O  2.6385  0.7312  2.4794
S  2.4758  0.2039  1.1601
O  1.5658  0.9872  0.2912
O  2.0163  -1.1802  1.0153
C  4.1343  0.1302  0.4551
C  5.1606  0.3101  1.3725
C  6.4812  0.0518  1.0314
C  6.7829  -0.4153  -0.2360
C  5.7644  -0.5814  -1.1643
C  4.4469  -0.3036  -0.8359
S  3.2809  -0.3035  -2.2009
O  2.8748  1.0711  -2.2894
O  3.9544  -0.8762  -3.3346
O  2.1653  -1.1917  -1.7437
H  4.9035  0.6374  2.3697
H  7.2616  0.2010  1.7671
H  7.8050  -0.6415  -0.5135
H  5.9758  -0.9114  -2.1722
S  -1.4864  2.2603  2.0943
C  -2.4745  1.0561  2.7032
N  -3.0560  0.1277  1.8803
C  -3.7932  -0.9243  2.2902
C  -4.0842  -1.0949  3.6094
C  -3.5415  -0.1655  4.5183
C  -2.7623  0.8676  4.0866
H  -2.8049  0.1334  0.8911
H  -4.0766  -1.6031  1.4972
H  -4.6648  -1.9449  3.9324
H  -3.7214  -0.2870  5.5805
H  -2.3103  1.5665  4.7744
F  -0.7567  -1.0904  1.0711
B  -0.5530  -2.5968  1.5449
F  0.1921  -3.0637  0.4728
F  -1.8022  -3.1193  1.6475
F  0.1245  -2.5371  2.7234
O  -0.7502  -1.8596  -1.8485
S  -2.2019  -2.4240  -2.1671
O  -2.2070  -3.7834  -1.6855
O  -2.3571  -2.2528  -3.5966
S  -3.4804  -1.2642  -1.1689
C  -0.7742  1.0454  -1.6826
C  -0.1041  1.4182  -2.9599
C  0.4933  2.6730  -3.1126
C  1.1651  3.0107  -4.2755
C  1.2627  2.1009  -5.3193
C  0.6615  0.8563  -5.1882
C  -0.0207  0.5174  -4.0298
H  -1.7530  0.6025  -1.8801
H  -0.8808  1.9030  -1.0157
H  0.4422  3.3790  -2.2917
H  1.6333  3.9857  -4.3593
H  1.8085  2.3556  -6.2205
H  0.7270  0.1320  -5.9920
H  -0.5030  -0.4508  -3.9491

Cartesian forces (eV/Å) of the 2 atoms listed first:
Zr -0.2 -1.1 -0.6
O 0.0 -0.1 0.0

Properties
Energy relative to the best compared isomer or geometry (same formula, charge and spin): 0.643 eV
M: 728.687 g mol⁻¹
E: -105860.15904 eV
HOMO-LUMO gap: 6.77 eV
LUMO: 4.171 eV
Net charge: -2



Look up the E of the third one.
-22444.01069 eV